A molecular structure, C43H71NO3P2S3ScSi in a non-equilibrium geometry. Source: the Open Molecules 2025 dataset; level of theory: ωB97M-V with the def2-TZVPD basis set.

Frontier orbital gap, eV: 7.29
Calculated total energy, Eh: -4888.3235
HOMO level, eV: -15.23
Energy above the lowest of the compared OMol25 structures with the same formula, charge and spin, kcal per mole: 42.3

Geometry as ORCA input:
```
! wB97M-V def2-TZVPD RIJCOSX def2/J DEFGRID3
* xyz 3 1
Sc 0.178 -0.070 -1.030
C 3.722 0.112 2.439
Si 2.239 0.847 1.608
C 2.591 2.381 0.612
C 3.908 2.846 0.729
C 4.365 3.831 -0.100
C 3.513 4.478 -0.974
C 2.182 4.109 -1.036
C 1.715 3.048 -0.263
P -0.019 2.496 -0.397
C -0.722 2.721 -2.095
C -1.385 4.055 -2.466
C -1.809 4.039 -3.904
C -2.369 2.700 -4.396
C -2.880 1.904 -3.222
C -1.733 1.514 -2.283
C -1.026 3.400 0.856
C -2.524 2.961 0.914
C -3.262 3.693 2.036
C -3.141 5.203 1.846
C -1.674 5.577 1.943
C -0.801 4.956 0.856
C 0.837 1.185 2.769
C 1.074 2.169 3.756
C 0.037 2.531 4.615
C -1.177 1.941 4.548
C -1.426 0.925 3.606
C -0.435 0.588 2.701
P -0.921 -0.580 1.368
C -2.633 -1.098 1.705
C -2.879 -2.051 2.905
C -4.269 -2.582 2.960
C -4.817 -3.081 1.623
C -4.741 -1.965 0.555
C -3.295 -1.491 0.358
C 0.241 -2.095 1.406
C -0.306 -3.443 0.877
C 0.803 -4.495 0.892
C 1.342 -4.670 2.320
C 0.789 -3.621 3.252
C 1.035 -2.226 2.696
H 4.160 0.790 3.239
H 3.576 -0.875 2.906
H 4.512 0.041 1.689
H 4.619 2.517 1.443
H 5.427 4.152 -0.075
H 3.906 5.217 -1.679
H 1.464 4.694 -1.618
H 0.121 2.586 -2.839
H -2.301 4.170 -1.843
H -0.697 4.866 -2.351
H -2.519 4.851 -4.077
H -0.952 4.335 -4.514
H -3.186 2.850 -5.148
H -1.647 2.105 -4.954
H -3.637 2.470 -2.694
H -3.405 0.987 -3.548
H -2.158 1.097 -1.341
H -1.158 0.714 -2.821
H -0.562 3.007 1.771
H -3.048 3.135 -0.041
H -2.654 1.867 1.052
H -4.318 3.357 2.005
H -2.792 3.414 2.954
H -3.508 5.491 0.915
H -3.759 5.734 2.615
H -1.533 6.657 1.877
H -1.334 5.261 2.951
H -1.116 5.393 -0.127
H 0.258 5.106 1.013
H 2.022 2.670 3.793
H 0.234 3.316 5.384
H -1.965 2.258 5.271
H -2.425 0.522 3.501
H -3.118 -0.153 1.956
H -2.141 -2.851 2.819
H -2.549 -1.555 3.835
H -4.287 -3.390 3.655
H -4.943 -1.791 3.358
H -4.200 -3.922 1.308
H -5.804 -3.453 1.783
H -5.145 -2.288 -0.400
H -5.417 -1.138 0.919
H -2.702 -2.334 -0.153
H -3.219 -0.594 -0.301
H 1.893 -2.320 0.028
H -1.113 -3.831 1.498
H -0.672 -3.283 -0.114
H 0.460 -5.449 0.515
H 1.612 -4.271 0.176
H 1.146 -5.648 2.710
H 2.438 -4.597 2.280
H -0.268 -3.698 3.484
H 1.335 -3.701 4.188
H 0.888 -1.454 3.399
H 2.092 -2.143 2.413
C 2.826 -5.571 -2.052
C 1.631 -5.151 -2.853
S 1.389 -3.380 -2.913
C 1.933 -2.932 -4.628
C 3.430 -2.613 -4.833
S 3.958 -1.369 -3.636
C 5.166 -2.272 -2.526
C 4.587 -3.399 -1.715
S 4.369 -5.001 -2.654
H 2.858 -6.647 -2.126
H 2.700 -5.362 -0.994
H 0.756 -5.601 -2.410
H 1.753 -5.460 -3.867
H 1.326 -2.069 -4.918
H 1.544 -3.701 -5.310
H 3.597 -2.193 -5.835
H 4.091 -3.444 -4.700
H 5.475 -1.482 -1.865
H 5.996 -2.523 -3.168
H 3.643 -3.151 -1.266
H 5.316 -3.609 -0.903
O -0.879 -1.601 -2.214
H -1.808 -1.451 -2.525
H -0.511 -2.399 -2.680
O 1.727 -0.299 0.335
N 1.122 -1.658 0.265
O 1.610 0.230 -2.609
H 2.346 -0.423 -2.756
H 1.812 0.894 -3.294
*
```

Atom charges from the Löwdin analysis, given in e for atoms 1 to 8: Sc 0.855; C -0.121; Si 0.618; C -0.221; C -0.075; C -0.044; C -0.032; C -0.067